[1]
C29H20Co2NO6 as an isolated structure in a non-equilibrium geometry. Source: the Open Molecules 2025 dataset; level of theory: ωB97M-V/def2-TZVPD.

```
58
Properties=species:S:1:pos:R:3
Co 0.4264 -4.3508 -3.6390
Co 2.8683 -5.6542 -3.4732
O 4.9709 -5.5443 -1.4849
O 3.6488 -8.2977 -4.4386
O 1.2804 -3.0273 -6.0960
O 0.2098 -6.8634 -5.1197
O 4.0606 -3.7153 -5.3057
O -2.4713 -3.7606 -3.8411
N -0.8337 -1.8644 0.2487
C 3.3161 -7.2473 -4.0889
C 3.5521 -4.5082 -4.6334
C -4.2112 -0.7214 -0.7792
C 4.1609 -5.6056 -2.3072
C 0.5244 -5.9409 -4.4872
C -2.8392 -0.1451 1.1631
C 1.0405 -3.4968 -5.0643
C -5.1689 0.4760 1.1051
C 1.6184 -0.6506 -3.6997
C -0.2613 -2.8559 0.8445
C -2.9728 -0.8119 -0.0809
C 1.5563 -1.4428 1.7868
C 1.1921 -3.3824 -2.3454
C 3.1209 -2.3986 3.3691
C -1.8823 -1.6371 -0.5243
C -3.9323 0.4655 1.7642
C 1.2274 -3.7161 2.6391
C 2.7168 -1.3282 2.5556
C 3.4977 0.8607 -3.8942
C 0.8480 -2.6676 1.7686
C 3.3354 -0.6389 -1.9947
C -5.2980 -0.0921 -0.1747
C 1.2946 -2.1239 -1.6684
C 2.1137 -1.1060 -2.4822
C 1.5578 -4.6764 -2.2346
C 2.3552 -3.5750 3.4409
C 2.3080 0.3351 -4.4121
C 4.0101 0.3771 -2.6806
C -1.3423 -3.9977 -3.7299
H -0.6031 -3.9020 0.6893
H 4.0183 1.6610 -4.4254
H -1.8750 -0.1476 1.6686
H 1.8829 0.7198 -5.3414
H 2.6553 -4.3829 4.1123
H -6.2633 -0.0479 -0.6882
H 0.6195 -4.6245 2.6611
H -6.0286 0.9310 1.5950
H 0.2844 -1.7180 -1.5658
H -4.2982 -1.1719 -1.7718
H 1.1960 -0.6057 1.1813
H -3.8097 0.9200 2.7478
H -1.9132 -2.0932 -1.5302
H 1.7303 -2.2459 -0.6672
H 1.3751 -5.2226 -1.2927
H 3.2929 -0.3996 2.5131
H 3.7281 -1.0833 -1.0739
H 0.6829 -1.0693 -4.0769
H 4.9091 0.8159 -2.2400
H 4.0292 -2.3009 3.9635
```

LUMO (eV): 1.2
Multiplicity: 1
Gap between HOMO and LUMO (eV): 3.30
Total charge: -1
ΔE to the lowest compared entry with this formula, charge and spin (kJ/mol): 340.5
Total energy (hartree): -4388.682226


[2]
C29H20IrN5O5Se as an isolated structure in a non-equilibrium geometry. Source: the Open Molecules 2025 dataset; level of theory: ωB97M-V/def2-TZVPD.

```
61
Properties=species:S:1:pos:R:3
Ir -0.9796 0.4460 -0.0830
Se 0.8336 -3.6260 0.7956
O -2.4913 1.7692 -0.4417
O 0.4589 1.8928 -0.0355
O 1.7601 2.9620 3.8374
O 0.5854 -0.8778 -0.1857
O -2.4651 -0.8893 0.3241
N 0.3578 -0.3733 -2.4424
N -0.5839 0.4940 1.8791
N 0.3030 1.5045 2.2440
N 1.4207 -6.5535 0.7032
N -0.8755 0.1572 -2.0402
C -2.2690 -1.8540 1.1797
C 3.1257 4.6017 2.8729
C 4.1985 -1.9216 -3.1342
C -2.8957 -3.0980 0.9701
C 1.0253 -0.8114 -1.4139
C 1.7664 3.2155 1.4307
C -1.4368 -2.7435 3.2972
C -2.7920 -4.1184 1.8891
C 3.6276 5.2619 1.7691
C 2.1980 3.5697 2.7214
C -0.7450 -0.4893 2.6820
C -3.1378 0.7542 -2.5495
C 1.1914 -5.4193 0.7447
C -3.3930 1.4643 -1.3379
C 2.4131 -1.2948 -1.6478
C -5.6936 1.7544 -2.0830
C 4.5605 -1.9295 -0.7590
C 5.0362 -2.1334 -2.0447
C 3.2139 4.9126 0.4868
C 0.7748 2.1380 1.1877
C -1.5117 -1.6883 2.3783
C 2.2894 3.8973 0.3325
C -4.7070 1.9402 -1.1421
C 3.2515 -1.5117 -0.5595
C -1.8463 0.1813 -2.8710
C -2.0609 -3.9533 3.0684
C -4.1606 0.5967 -3.4932
C 2.8938 -1.5030 -2.9387
C -5.4309 1.0852 -3.2814
H -6.2054 0.9543 -4.0252
H -0.8595 -2.5971 4.2043
H -3.4560 -3.2174 0.0520
H 2.8716 -1.3341 0.4373
H -1.6820 -0.2481 -3.8569
H 5.2085 -2.0920 0.0929
H 4.5665 -2.0858 -4.1393
H 4.3487 6.0585 1.9085
H 3.6113 5.4257 -0.3787
H 1.1083 2.2699 3.5505
H -6.6924 2.1267 -1.8848
H -4.9045 2.4566 -0.2118
H 1.9424 3.6020 -0.6484
H -3.9316 0.0655 -4.4114
H 3.4353 4.8627 3.8765
H -0.2095 -0.4487 3.6285
H -1.9805 -4.7587 3.7858
H 2.2297 -1.3309 -3.7742
H 6.0601 -2.4496 -2.2013
H -3.2713 -5.0688 1.6859
```

LUMO (alpha / beta) (eV): 2.5 / -0.3
Multiplicity: 2
Gap between HOMO and LUMO (alpha / beta) (eV): 7.38 / 4.61
Total charge: -1
Total energy (hartree): -4272.959960


[3]
C29H20O2PPtS as an isolated structure. Source: the Open Molecules 2025 dataset; level of theory: ωB97M-V/def2-TZVPD.

```
54
Properties=species:S:1:pos:R:3
Pt 0.3560 -0.3719 0.4226
S 1.5913 -0.1531 2.3380
P 2.0740 -1.4288 -0.5586
O -1.2738 0.9177 1.1312
O 0.4608 1.8069 0.0899
C 2.5291 -5.3876 0.4869
C -0.1619 -2.2016 0.9893
C 2.8491 -1.3880 -3.1928
C 3.6541 -0.6598 -0.1960
C 1.9621 -3.0837 0.1328
C 1.7682 -1.4763 -2.3165
C 6.0359 0.6677 0.2995
C 0.2601 -1.7902 -4.1571
C 1.1266 1.4561 2.9809
C 0.4727 -1.6723 -2.7948
C 1.4229 -5.5632 1.2711
C 2.6240 -1.5184 -4.5548
C 2.7948 -4.1463 -0.1188
C -1.6288 -3.6538 2.2231
C 4.7341 -1.3547 0.3384
C 4.9549 1.3631 -0.2304
C 0.4958 -4.5157 1.4675
C 0.7862 -3.2551 0.8965
C 1.7440 1.8095 4.1723
C 5.9254 -0.6843 0.5826
C 1.3365 -1.7173 -5.0328
C 0.5024 3.8800 4.1683
C 3.7654 0.7041 -0.4812
C 0.2061 2.3144 2.3848
C -0.7307 -4.6771 2.1540
C 1.4268 3.0281 4.7571
C -0.1142 3.5212 2.9738
C -1.3461 -2.3957 1.6516
C -0.3146 1.7547 1.1077
H 6.7664 -1.2240 0.9970
H -2.5724 -3.7957 2.7329
H -0.9560 -5.6335 2.6092
H -0.3662 -1.7398 -2.1097
H 6.9641 1.1871 0.4983
H 3.4558 -1.4568 -5.2436
H 1.9082 3.3077 5.6846
H -0.7418 -1.9372 -4.5365
H -2.0676 -1.5929 1.7381
H 2.9215 1.2590 -0.8770
H 3.6470 -4.0476 -0.7801
H 3.8494 -1.2134 -2.8188
H 0.2583 4.8225 4.6385
H 2.4586 1.1456 4.6438
H 5.0384 2.4201 -0.4448
H -0.8338 4.1780 2.5041
H 3.2067 -6.2137 0.3178
H 1.1681 -1.8118 -6.0973
H 1.2291 -6.5284 1.7230
H 4.6531 -2.4013 0.5913
```

LUMO (eV): -5.3
Multiplicity: 1
Gap between HOMO and LUMO (eV): 5.94
Total charge: +1
Total energy (hartree): -2126.227324


[4]
C29H21Br2FeIN8O3 as an isolated structure. Source: the Open Molecules 2025 dataset; level of theory: ωB97M-V/def2-TZVPD.

```
65
Properties=species:S:1:pos:R:3
I -0.5912 -1.7606 2.8041
Br 6.0941 -3.8860 -0.3721
Br 0.5980 -5.1760 -0.4007
Fe 0.1620 -0.2076 0.2787
O 0.3482 -2.0843 -0.1885
O 0.0924 0.2689 -1.6237
O -5.1731 0.3282 -2.5676
N -1.9794 -0.2787 0.2793
N -0.1395 3.8597 -0.1617
N 1.7632 1.0804 2.7472
N -1.2329 -0.3961 -4.8345
N 0.7938 3.9354 0.7972
N -0.0661 1.8609 0.6738
N 3.2790 3.0260 4.0405
N 2.2352 -0.2607 -0.0128
C 1.0519 0.0687 -4.2094
C 2.6362 -1.5549 -0.1348
C 2.5886 0.7734 3.7365
C -3.2125 -0.6505 3.7755
C -4.0189 0.4574 1.3853
C -4.8327 0.5562 2.4975
C -2.1376 -0.3717 -2.1789
C -0.7864 -0.0563 -2.4844
C 2.4508 3.3377 3.0563
C 3.1399 0.6868 0.0092
C -0.6327 2.6251 -0.2368
C 3.9973 -1.9230 -0.1930
C 3.3520 1.7431 4.3747
C -2.7953 -0.2199 1.4275
C 1.5567 -2.5169 -0.2168
C -2.3998 -0.7519 2.6563
C 1.7008 2.3623 2.3987
C -4.5057 -0.8327 -3.0560
C -2.6186 -0.4790 -0.8343
C -4.4337 -0.0026 3.6999
C 1.9395 -3.8516 -0.3125
C 4.9435 -0.8777 -0.1430
C 0.8226 2.7144 1.2881
C 4.5158 0.4197 -0.0583
C 4.2907 -3.3033 -0.3003
C -2.5326 -0.6062 -4.5394
C -3.0306 -0.6190 -3.2683
C -0.3925 -0.1325 -3.8776
C 3.2836 -4.2310 -0.3548
H -0.3624 4.6644 -0.7228
H -4.6280 0.7282 -1.8835
H -4.6965 -1.6895 -2.3963
H 5.2184 1.2397 -0.0387
H -5.7718 1.0866 2.4238
H 1.6433 -0.7650 -3.8235
H 4.0304 1.4792 5.1759
H -3.1839 -0.7688 -5.3898
H 5.9978 -1.1139 -0.1865
H -1.3913 2.3176 -0.9344
H -3.6666 -0.7682 -0.7497
H 3.5222 -5.2825 -0.4368
H -2.8818 -1.0828 4.7090
H 1.1730 0.1265 -5.2875
H 1.4385 0.9704 -3.7336
H -4.3285 0.9430 0.4697
H 2.3751 4.3789 2.7707
H -5.0587 0.0754 4.5782
H -4.9756 -1.0517 -4.0145
H 2.7815 1.7066 0.0733
H 2.6409 -0.2676 4.0310
```

LUMO (alpha / beta) (eV): -0.5 / -0.4
Multiplicity: 1
Gap between HOMO and LUMO (alpha / beta) (eV): 6.82 / 6.84
ΔE to the lowest compared entry with this formula, charge and spin (kJ/mol): 0.0
Total energy (hartree): -8490.971515


[5]
C29H21BrF5INO3PReTe as an isolated structure in a non-equilibrium geometry. Source: the Open Molecules 2025 dataset; level of theory: ωB97M-V/def2-TZVPD.

```
64
Properties=species:S:1:pos:R:3
Re -0.1171 0.0265 0.1718
I -1.9413 1.8150 -0.3269
Te 1.6700 2.2761 -1.3846
Br 2.5700 2.8194 1.5572
P -1.7785 -1.7155 -0.1394
F 0.9350 0.1395 -1.8026
F 1.1488 4.1315 -1.2270
F 3.5469 3.2725 -1.4345
F -0.0546 2.3634 -2.3717
F 2.1844 2.1888 -3.2920
O 2.4233 -3.2426 -0.0149
O 0.7262 -1.8347 0.1357
O 0.1666 1.9948 0.2091
N 2.4327 0.1885 0.6990
C -4.4371 -0.2676 -0.0951
C -5.8542 -0.4657 0.0292
C -6.2942 1.8767 -0.3794
C -1.5595 -2.5948 -1.7057
C 2.9175 -0.9312 0.1668
C -6.7492 0.6154 -0.1192
C -1.0034 -2.3834 -4.0376
C -1.2302 -1.8004 -2.8044
C -4.0126 1.0673 -0.3007
C -1.4810 -4.5410 -3.1043
C -1.6978 -3.9708 -1.8628
C -1.4684 -2.6167 1.3826
C 5.0460 0.0720 -0.2211
C -1.1234 -3.7546 -4.1878
C 4.5546 1.2317 0.3550
C -1.2026 -2.2644 3.8260
C -0.5642 -4.3426 2.7863
C -4.9165 2.0974 -0.4433
C -1.5802 -1.6450 2.5252
C -0.6667 -0.4052 2.2667
C -6.3789 -1.7457 0.3003
C -3.6077 -1.4233 -0.0027
C 1.9821 -2.1177 0.0810
C -0.7011 -3.5198 3.9203
C 3.2348 1.2354 0.7851
C -0.9160 -3.8625 1.5267
C 4.2146 -1.0345 -0.3114
C -4.1873 -2.6603 0.2127
C -5.5592 -2.8326 0.3939
H -0.3867 -3.9065 4.8808
H -3.5518 -3.5341 0.2631
H -1.2797 -1.6341 4.6981
H -0.7233 -1.7644 -4.8766
H -0.7283 -4.4791 0.6603
H -6.9769 2.6992 -0.5214
H -4.5320 3.0949 -0.6069
H 0.2998 -0.5937 2.7420
H -1.9670 -4.6004 -1.0293
H -1.1339 -0.7289 -2.6942
H -7.8066 0.4177 -0.0282
H -2.6097 -1.2551 2.5574
H -0.9410 -4.2132 -5.1494
H -1.1069 0.4624 2.7584
H -7.4448 -1.8507 0.4327
H -1.5865 -5.6070 -3.2250
H -0.1675 -5.3399 2.8866
H 4.5265 -1.9655 -0.7554
H -5.9529 -3.8139 0.6090
H 5.1481 2.1279 0.4517
H 6.0574 0.0404 -0.5994
```

LUMO (alpha / beta) (eV): -3.4 / -3.4
Multiplicity: 2
Gap between HOMO and LUMO (alpha / beta) (eV): 4.31 / 4.19
ΔE to the lowest compared entry with this formula, charge and spin (kJ/mol): 165.6
Total energy (hartree): -5456.760256


[6]
A 2-piece molecular cluster, C29H21BrN3O6S2 overall in a non-equilibrium geometry. Source: the Open Molecules 2025 dataset; level of theory: ωB97M-V/def2-TZVPD.

```
62
Properties=species:S:1:pos:R:3
Br 3.2908 4.1892 1.4534
S -2.0927 -0.2781 1.7224
S -0.5315 -2.8538 -1.9148
O 3.9015 1.4461 0.1550
O 2.4542 1.3152 -1.5314
O -1.8950 -2.5247 -2.3017
O -2.1182 -1.2810 0.6948
O -0.2591 -4.1587 -1.3459
O -2.2236 -0.6457 3.1128
N 2.7308 1.3591 -0.2929
N -0.3015 0.4698 1.5244
N 6.4729 -3.3385 2.6914
C -4.8724 2.6692 2.1211
C -3.2596 1.0403 1.3655
C -5.8977 4.3480 0.5612
C 3.2470 -1.5260 -0.4473
C 3.0826 -3.2375 1.7530
C 4.3345 -2.7805 1.3075
C 4.4208 -1.9900 0.1541
C 0.7831 -0.9366 -0.1769
C 0.0031 3.3301 3.8884
C 1.1708 3.8927 3.3371
C -4.2558 2.5782 -0.2037
C -4.0334 1.5875 2.3934
C 0.0454 1.6087 2.2218
C 5.5194 -3.1093 2.0513
C 0.4807 -1.6033 -4.2465
C -4.9905 3.1788 0.8253
C 1.6213 1.2224 0.6272
C 1.3917 -2.9231 -6.0709
C 0.4996 -2.7434 -3.4363
C 1.9177 -2.7196 1.1797
C 1.7934 3.3156 2.2230
C 0.8979 -1.7077 -5.5809
C 1.1422 -3.9002 -3.8645
C 2.0138 -1.7805 0.1605
C 1.2729 2.1246 1.6891
C 0.6706 0.1967 0.6017
C -0.5531 2.1736 3.3496
C -3.4108 1.4967 0.0531
C 1.5483 -4.0055 -5.1988
H -5.5821 5.2319 1.1288
H -4.3503 2.9731 -1.2176
H 1.5937 4.7837 3.7926
H 3.2973 -0.9922 -1.3968
H -1.4088 1.6908 3.8117
H -6.9271 4.1214 0.8636
H -0.4595 3.8030 4.7485
H 1.9698 -4.9470 -5.5531
H -0.1161 -1.5557 -0.0834
H 5.3958 -1.6942 -0.2452
H -5.8976 4.6030 -0.5013
H -2.8642 1.0166 -0.7559
H 0.8184 -0.8464 -6.2477
H 1.2995 -4.7335 -3.1831
H 0.8924 -0.6149 -1.2158
H 0.1312 -0.6504 -3.8490
H 1.6669 -3.0235 -7.1239
H -5.4448 3.1324 2.9283
H -3.9685 1.1885 3.4033
H 3.0152 -3.9567 2.5732
H 0.9263 -3.0284 1.5174
```

LUMO (eV): 1.1
Multiplicity: 1
Gap between HOMO and LUMO (eV): 4.13
Total charge: -1
Total energy (hartree): -5103.664181


[7]
C29H21N4O2S2TeV as an isolated structure in a non-equilibrium geometry. Source: the Open Molecules 2025 dataset; level of theory: ωB97M-V/def2-TZVPD.

```
60
Properties=species:S:1:pos:R:3
Te 0.5675 0.5367 -1.9620
V -2.7369 -0.7479 0.6694
S -2.0287 -1.8110 -1.2044
S -4.0279 -2.8284 0.6423
O -1.6150 -1.3431 1.9198
O -4.2881 0.3176 -0.2694
N -1.7582 -4.7179 -3.6121
N -4.8216 -6.1732 -0.9462
N -1.9151 0.9351 0.4775
N -0.6797 1.2213 0.8434
C -2.5082 1.8223 -0.4082
C 2.1556 0.1101 2.8784
C -1.9060 2.9577 -0.9474
C 0.4054 -1.5395 3.1072
C 5.5908 -0.2371 -0.2754
C -3.8160 1.4979 -0.8161
C -5.5936 -0.0998 -0.6714
C -2.5904 3.7419 -1.8607
C 3.4607 0.3302 -1.2566
C 2.8951 -0.8049 -0.6860
C 3.9285 1.7424 2.6481
C 3.4546 0.5676 3.1713
C -0.0028 0.4244 1.6872
C -4.5104 2.3014 -1.6969
C 1.6548 -1.1078 3.4166
C -3.2062 -4.2617 -1.5378
C -4.1032 -5.3055 -1.1945
C -3.8886 3.4268 -2.2269
C -2.4007 -4.4899 -2.6817
C -3.1148 -3.1083 -0.7799
C 2.6202 1.2326 -2.1133
C 3.6870 -1.6485 0.0895
C 1.4479 -1.1207 -0.9199
C 4.8079 0.6101 -1.0401
C -0.4538 -0.8185 2.2338
C 3.1097 2.5047 1.8050
C 5.0280 -1.3723 0.2909
C 1.8437 2.0749 1.4928
C 1.3345 0.8741 2.0198
H -0.8968 3.1932 -0.6457
H -4.4230 4.0395 -2.9404
H 2.6950 2.2695 -1.7831
H 5.2406 1.5048 -1.4740
H -2.1037 4.6044 -2.2975
H 2.2963 -1.6915 4.0665
H 1.3344 -2.0210 -1.5231
H 0.9177 -1.2884 0.0144
H -5.5197 2.0623 -2.0003
H -5.7768 -1.0528 -0.1869
H 2.9541 1.1935 -3.1503
H 6.6383 -0.0095 -0.1197
H 3.4805 3.4372 1.3963
H 3.2362 -2.5259 0.5387
H 0.0219 -2.4777 3.4905
H 5.6315 -2.0391 0.8945
H 4.0819 -0.0297 3.8236
H 4.9310 2.0816 2.8780
H -6.3416 0.6308 -0.3564
H 1.2094 2.6604 0.8422
H -5.6332 -0.2355 -1.7535
```

LUMO (alpha / beta) (eV): 2.1 / 1.8
Multiplicity: 2
Gap between HOMO and LUMO (alpha / beta) (eV): 5.97 / 5.73
Total charge: -1
ΔE to the lowest compared entry with this formula, charge and spin (kJ/mol): 5.9
Total energy (hartree): -3495.681964


[8]
C29H22AuCl2N5PSe as an isolated structure. Source: the Open Molecules 2025 dataset; level of theory: ωB97M-V/def2-TZVPD.

```
61
Properties=species:S:1:pos:R:3
Au 0.0211 -1.4074 0.6680
Se 3.6068 -2.6352 -2.8122
Cl -1.9733 -2.9993 -1.3257
Cl -3.9323 -0.0200 2.8287
P 0.5568 0.7783 -0.0270
N 1.5219 -3.0685 0.3693
N 0.4888 0.1846 2.9863
N 2.3441 -2.2013 -1.6427
N 4.1040 -4.1032 -1.9385
N -1.8195 -1.3935 1.3599
C 2.5174 -5.1407 1.1392
C 1.1620 1.8361 1.3186
C -2.9732 -1.4944 0.7547
C 1.5715 1.2535 -1.4451
C 1.7446 3.0664 1.0040
C 2.3845 -3.1117 -0.7013
C -5.5541 -1.6428 -0.3720
C -4.4960 -2.2689 -1.0222
C -3.2301 -2.1916 -0.4893
C 2.8926 0.8066 -1.4727
C -1.8237 0.8036 -1.4355
C -4.1319 -0.8824 1.3726
C 3.4001 -5.2086 0.1162
C -3.7802 2.0766 -0.8640
C -1.1223 1.3927 -0.3809
C 3.7381 1.1951 -2.4967
C 1.0555 1.4473 2.6596
C 2.1266 3.5082 3.3249
C -1.7610 2.3257 0.4251
C 2.2242 3.9002 1.9984
C 3.2669 2.0227 -3.5101
C 3.3493 -4.1700 -0.8636
C 1.9559 2.4700 -3.4867
C -3.0904 2.6578 0.1872
C -3.1404 1.1512 -1.6821
C -5.3914 -0.9475 0.8171
C 1.1082 2.0935 -2.4528
C 1.5920 -4.0496 1.2242
C 1.5431 2.2958 3.6493
H -1.3390 0.0639 -2.0651
H 0.0891 2.4572 -2.4353
H 3.9262 2.3233 -4.3136
H 4.7667 0.8574 -2.5046
H -1.2323 2.7995 1.2429
H 4.1199 -6.0080 0.0067
H -3.5806 3.3819 0.8247
H 2.4827 -5.8927 1.9141
H 2.5005 4.1505 4.1112
H 1.8336 3.3707 -0.0308
H -6.5420 -1.7059 -0.8109
H -4.6643 -2.8109 -1.9416
H -3.6702 0.6996 -2.5114
H 2.6770 4.8469 1.7374
H -0.5129 0.2237 3.1452
H 1.4578 1.9937 4.6861
H -6.2294 -0.4693 1.3023
H -4.8110 2.3470 -1.0522
H 1.5901 3.1215 -4.2691
H 3.2571 0.1631 -0.6815
H 0.9254 -0.2171 3.8061
H 0.8996 -4.0254 2.0570
```

LUMO (alpha / beta) (eV): -4.6 / -4.7
Multiplicity: 1
Gap between HOMO and LUMO (alpha / beta) (eV): 5.97 / 5.81
Total charge: +1
ΔE to the lowest compared entry with this formula, charge and spin (kJ/mol): 0.0
Total energy (hartree): -5190.669075